Record 1
{"formula": "C11H12GdN2P", "method": "wB97M-V/def2-TZVPD", "symbols": ["C", "C", "C", "C", "C", "Gd", "P", "H", "H", "H", "H", "H", "H", "H", "H", "N", "C", "C", "C", "C", "N", "C", "C", "H", "H", "H", "H"], "coordinates": [[-0.53465, 0.25526, -3.59157], [-1.29980, 1.38659, -3.17817], [-0.42435, 2.34105, -2.57430], [0.90497, 1.82636, -2.64696], [0.86053, 0.51899, -3.22715], [-0.35489, -0.30099, -0.95506], [-0.23835, -3.07592, -1.06366], [-0.87869, -0.58071, -4.20031], [-2.36509, 1.54198, -3.37326], [-0.71340, 3.32834, -2.19481], [1.71415, -0.06137, -3.56125], [1.80828, 2.37594, -2.38094], [0.95055, -3.78333, -1.48579], [-1.30855, -3.77613, -1.71434], [-0.38692, -3.54977, 0.30698], [-0.32111, -0.01331, 6.39972], [-0.15863, 0.02940, 5.23854], [0.05161, 0.09472, 3.81601], [0.74358, -0.93408, 3.15815], [0.96312, -0.84535, 1.79557], [0.44777, 0.18748, 1.03931], [-0.20389, 1.21139, 1.69798], [-0.41091, 1.18300, 3.06324], [1.11038, -1.79426, 3.72785], [1.52305, -1.60864, 1.25050], [-0.55248, 2.04256, 1.08179], [-0.92630, 2.00077, 3.57195]], "spin_multiplicity": 8, "relative_energy_kj_mol": 254.8, "e_homo_ha": [-0.2023, -0.3060]}

Record 2
{"formula": "C11H12I2", "method": "wB97M-V/def2-TZVPD", "symbols": ["C", "C", "C", "C", "C", "C", "C", "C", "C", "C", "C", "I", "I", "H", "H", "H", "H", "H", "H", "H", "H", "H", "H", "H", "H"], "coordinates": [[-1.39754, -3.05883, 0.04385], [-0.65803, -2.58458, 1.09282], [-1.27886, -2.54605, -1.19229], [0.08323, -1.42418, 0.95809], [-0.61242, -1.31338, -1.37698], [0.05903, -0.75118, -0.27122], [0.77065, 0.46024, -0.28842], [2.52093, 0.35015, -0.11823], [0.49958, 2.38074, 1.22815], [-1.11662, 2.00674, -0.65019], [0.36041, 1.86827, -0.22564], [3.77963, 1.96960, -0.31419], [3.36059, -1.59863, -0.17111], [-1.95629, -3.96245, 0.23792], [-0.64769, -3.00950, 2.01366], [-1.88679, -2.95260, -1.97539], [0.82397, -0.94265, 1.73937], [-0.52180, -0.93043, -2.35464], [1.39104, 2.34661, 1.78561], [0.08097, 3.44398, 1.28996], [-0.20074, 1.65016, 1.84978], [-1.23992, 2.96129, -0.93238], [-1.74199, 1.76290, 0.19623], [-1.52534, 1.38172, -1.54882], [1.05403, 2.49206, -1.01594]], "spin_multiplicity": 1, "relative_energy_kj_mol": 216.3, "e_homo_ha": [-0.2783, -0.2789]}

Record 3
{"formula": "C11H12LiO5S", "method": "wB97M-V/def2-TZVPD", "symbols": ["C", "C", "C", "O", "S", "O", "O", "O", "C", "C", "O", "C", "C", "C", "C", "C", "C", "H", "H", "H", "H", "H", "H", "H", "H", "H", "H", "H", "H", "Li"], "coordinates": [[-2.77748, 1.44015, 0.91335], [-2.44385, 0.09621, 0.50472], [-1.92831, -1.07641, 1.46754], [-2.22210, -2.27957, 0.64187], [-0.75105, -2.75359, -0.01896], [-0.64554, -1.87353, -1.22734], [-0.48254, -4.20693, -0.21194], [0.32413, -2.35510, 1.23457], [-0.36304, -1.19464, 1.83082], [0.51812, 0.14782, 1.98263], [1.78277, 0.11396, 1.27455], [1.65011, 0.56098, -0.09130], [2.05670, -0.33617, -1.34382], [1.87112, 0.13642, -2.81714], [1.27698, 1.52612, -3.11064], [0.90711, 2.45019, -1.92753], [1.09059, 1.98007, -0.47263], [-3.84019, 1.84579, 1.01270], [-1.92176, 2.16981, 1.12821], [-2.53183, -0.14894, -0.60829], [-2.61846, -1.27238, 2.36931], [-0.41666, -1.54624, 2.93364], [-0.16077, 1.02411, 1.70844], [0.77497, 0.29222, 3.09878], [2.50966, -1.38789, -1.20293], [2.18264, -0.56242, -3.67232], [1.10229, 1.89006, -4.18502], [0.49055, 3.50882, -2.07243], [0.82727, 2.64277, 0.43144], [3.73858, -0.83166, 0.42970]], "total_charge": 1, "spin_multiplicity": 1, "relative_energy_kj_mol": 561.5, "e_homo_ha": -0.4005}

Record 4
{"formula": "C11H12N2O5", "method": "wB97M-V/def2-TZVPD", "symbols": ["O", "O", "O", "O", "O", "C", "C", "C", "C", "N", "N", "C", "C", "C", "C", "C", "C", "C", "H", "H", "H", "H", "H", "H", "H", "H", "H", "H", "H", "H"], "coordinates": [[-1.10928, -2.86462, -0.20972], [-0.36510, 0.24844, -2.94355], [0.95046, -2.26440, 2.10509], [3.01623, -0.90533, -1.53316], [-2.36605, -1.37549, 0.96479], [-1.20521, -1.78631, 0.35434], [0.15219, -0.64411, -2.28517], [1.14561, -1.50090, 1.17190], [2.18310, -0.79133, -0.65206], [-0.14467, -1.86939, -2.79162], [2.37508, -1.31439, 0.60917], [0.11581, 2.65268, 1.35191], [-1.34003, 2.26398, 0.98644], [0.96481, 1.44776, 0.98370], [-1.18870, 1.38868, -0.24428], [0.00062, -0.88740, 0.36949], [0.72156, -0.39632, -0.89689], [0.07602, 0.61168, 0.07187], [-2.93048, -2.16001, 0.83322], [-0.80263, -1.85319, -3.57785], [-0.24624, -2.63008, -2.11269], [3.07470, -2.02324, 0.77752], [0.22750, 2.86562, 2.39363], [0.45860, 3.52479, 0.77934], [-1.95936, 3.14192, 0.81558], [-1.76596, 1.66704, 1.81728], [1.28732, 0.95795, 1.86262], [1.88062, 1.70418, 0.44481], [-2.09955, 0.75711, -0.31425], [-1.10693, 2.03466, -1.13145]], "spin_multiplicity": 1, "relative_energy_kj_mol": 22.2, "e_homo_ha": -0.3625, "smiles": "NC(=O)[C@]12C(=O)NC(=O)[C@@]1(C(=O)O)C21CCCC1"}

Record 5
{"formula": "C11H12NO2", "method": "wB97M-V/def2-TZVPD", "symbols": ["C", "C", "C", "C", "C", "C", "C", "C", "C", "C", "C", "N", "O", "O", "H", "H", "H", "H", "H", "H", "H", "H", "H", "H", "H", "H"], "coordinates": [[-3.37825, -0.78407, -1.03226], [-2.65408, -0.34140, -2.16513], [-2.93655, -0.52935, 0.24184], [-1.37674, 0.26641, -2.12777], [-1.62632, -0.11511, 0.30778], [-0.91069, 0.36332, -0.84487], [-0.87286, 0.33345, 1.44775], [2.11329, -0.98718, -0.08208], [2.42903, -0.78839, 1.15888], [0.17818, 1.07623, -0.32693], [3.44359, -1.68960, 1.91991], [0.80122, 2.42195, -0.71594], [-1.01135, 0.04230, 2.59485], [0.13792, 1.13438, 1.07121], [-4.43619, -1.24368, -1.20566], [-3.27366, -0.47633, -3.05699], [-3.40196, -0.74141, 1.24614], [-1.05713, 0.88880, -2.94452], [2.19237, -1.51287, -0.94829], [1.64478, -0.05991, 1.68427], [3.09719, -2.18284, 2.80780], [3.68011, -2.30786, 1.09904], [4.32582, -1.16237, 2.25519], [1.67633, 2.57557, -0.16693], [0.17612, 3.22520, -0.50839], [1.03983, 2.59475, -1.70890]], "total_charge": 1, "spin_multiplicity": 1, "relative_energy_kj_mol": 336.9, "e_homo_ha": [-0.4245, -0.4387]}

Record 6
{"formula": "C11H13BrO3SSr", "method": "wB97M-V/def2-TZVPD", "symbols": ["C", "C", "C", "H", "C", "C", "H", "H", "H", "H", "Sr", "Br", "C", "C", "C", "H", "C", "C", "H", "H", "H", "H", "C", "S", "O", "O", "O", "H", "H", "H"], "coordinates": [[1.62698, -0.90174, -1.43748], [2.12539, -1.70595, -0.37371], [1.31601, -2.87188, -0.28891], [3.03903, -1.52217, 0.19570], [0.31580, -2.79082, -1.29552], [0.50555, -1.56863, -2.00525], [-0.01744, -1.27465, -2.91974], [2.07931, 0.03066, -1.80450], [1.50147, -3.72678, 0.35369], [-0.37919, -3.58277, -1.56036], [-0.24939, -0.62877, 0.70272], [0.18596, 2.14856, 0.36723], [-2.37298, 4.02833, -1.06201], [-2.54225, 3.54031, -2.39165], [-1.32671, 3.79439, -3.11463], [-3.43369, 3.07138, -2.79246], [-0.41380, 4.43790, -2.22720], [-1.05888, 4.59086, -0.95656], [-0.61949, 5.03017, -0.06845], [-3.09512, 3.97078, -0.25730], [-1.14053, 3.55002, -4.15444], [0.59941, 4.74483, -2.45602], [0.76318, -3.54997, 4.08996], [0.06625, -2.07977, 3.35546], [-0.98864, -2.49855, 2.36142], [-0.40985, -1.23608, 4.43734], [1.17308, -1.45532, 2.54317], [0.78294, -4.37729, 3.38341], [0.18847, -3.84216, 4.96413], [1.77910, -3.32489, 4.41196]], "total_charge": -2, "spin_multiplicity": 1, "relative_energy_kj_mol": 0.0, "e_homo_ha": 0.0144}

Record 7
{"formula": "C11H13CaNO4Se2", "method": "wB97M-V/def2-TZVPD", "symbols": ["Ca", "O", "C", "O", "C", "C", "C", "N", "C", "C", "C", "O", "O", "H", "H", "H", "C", "Se", "C", "C", "Se", "C", "H", "H", "H", "H", "H", "H", "H", "H", "H", "H"], "coordinates": [[11.78927, 3.74442, 5.43250], [18.13144, 6.13945, 7.72027], [17.90974, 6.13936, 6.51385], [18.56340, 6.46150, 5.51431], [16.54051, 5.32820, 6.14905], [16.09846, 5.16761, 4.80864], [14.92617, 4.51657, 4.55734], [14.09590, 4.13903, 5.55737], [14.44932, 4.38906, 6.82699], [15.68552, 4.92665, 7.12826], [13.45096, 4.02466, 7.90119], [13.80560, 4.01670, 9.05464], [12.28640, 3.75240, 7.40781], [16.77350, 5.52710, 3.98309], [14.61999, 4.22405, 3.53301], [16.02933, 5.09306, 8.15580], [7.94251, 4.06968, 7.07421], [8.85782, 3.88642, 5.41455], [8.59549, 5.67823, 4.68962], [9.47798, 6.71397, 5.36713], [11.42348, 6.71153, 5.21640], [11.61398, 7.19094, 3.38359], [6.87247, 4.12434, 6.86191], [8.25927, 4.95545, 7.61173], [8.08681, 3.19926, 7.69426], [7.56963, 5.94013, 4.81042], [8.79962, 5.64924, 3.59703], [9.33758, 6.66639, 6.46306], [9.22031, 7.73636, 5.05752], [11.02011, 8.10623, 3.22190], [11.20426, 6.36287, 2.76860], [12.63923, 7.34259, 3.21208]], "spin_multiplicity": 1, "relative_energy_kj_mol": 0.0, "e_homo_ha": -0.2680}

Record 8
{"formula": "C11H13Cl2N3", "method": "wB97M-V/def2-TZVPD", "symbols": ["N", "C", "C", "C", "C", "C", "C", "N", "C", "C", "N", "C", "H", "H", "H", "H", "H", "H", "H", "H", "H", "Cl", "C", "C", "Cl", "H", "H", "H", "H"], "coordinates": [[-3.02794, 1.33602, -2.30666], [-2.96994, -0.18631, -2.23753], [-1.39341, -0.55663, -2.39892], [-0.80655, -0.52637, -3.82754], [0.72647, -0.83237, -4.02244], [1.56839, -1.14620, -2.74590], [0.95216, -1.19085, -1.28834], [1.83999, -1.51726, -0.20204], [1.17528, -1.48218, 1.05816], [-0.33846, -1.13140, 1.21701], [-1.25602, -0.84392, 0.16530], [-0.55212, -0.88468, -1.09065], [-2.64153, 1.53487, -3.25643], [-2.24605, 1.62265, -1.67681], [-3.59570, -0.64705, -3.09039], [-3.37679, -0.50695, -1.20237], [-1.48149, -0.27010, -4.72888], [1.16978, -0.78256, -5.07596], [2.69293, -1.34256, -2.89063], [1.77884, -1.72725, 2.00145], [-0.76215, -1.11660, 2.29022], [-0.40355, 1.75560, 5.12279], [1.36009, 1.50564, 5.15297], [1.98094, 1.64298, 3.77720], [1.50587, 0.31210, 2.68787], [1.55521, 0.52253, 5.58541], [1.77494, 2.26083, 5.82398], [3.06979, 1.61282, 3.85697], [1.70103, 2.58519, 3.30213]], "spin_multiplicity": 1, "e_homo_ha": -0.3027, "smiles": "NCc1cccc2nccnc12.ClCCCl"}